[1]
The following is a DFT calculation (the ωB97M-V functional and the def2-TZVPD basis) of a molecular structure, C23H20BrN2O5Sr.

Summary:
DFT total energy = -3978.82763 a.u.
charge = +1
ΔE to the lowest compared entry with this formula, charge and spin = 0.00 kcal per mole
HOMO = -10.38 eV
gap between HOMO and LUMO = 7.67 eV

XYZ file:
```
52
C23H20BrN2O5Sr, DFT the ωB97M-V functional and the def2-TZVPD basis
Sr 0.69 -0.36 -0.62
C 2.02 2.09 -2.79
O 1.22 1.89 -1.62
C 0.72 3.00 -0.98
C 0.95 4.28 -1.45
C 0.43 5.38 -0.78
Br 0.76 7.11 -1.44
C -0.31 5.21 0.37
C -0.56 3.93 0.86
C -0.05 2.80 0.18
O -0.29 1.54 0.65
C -1.34 3.73 2.08
N -1.58 2.53 2.57
C -2.32 2.73 3.72
C -2.85 1.81 4.63
C -3.56 2.32 5.70
C -3.74 3.70 5.87
C -3.23 4.62 4.98
C -2.52 4.10 3.91
N -1.87 4.71 2.84
H 2.90 2.68 -2.54
H 1.43 2.57 -3.57
H 2.32 1.09 -3.12
H 1.53 4.44 -2.34
H -0.70 6.08 0.87
H -0.86 1.66 1.51
H -2.71 0.75 4.50
H -3.98 1.64 6.43
H -4.30 4.05 6.73
H -3.37 5.68 5.12
H -1.81 5.70 2.67
C -0.56 -7.54 -4.10
O -0.82 -6.16 -3.88
C 0.03 -5.45 -3.11
C 1.16 -6.02 -2.49
C 1.95 -5.19 -1.73
C 1.70 -3.81 -1.53
C 2.62 -3.07 -0.72
C 3.86 -3.66 -0.11
O 2.47 -1.84 -0.46
C 0.53 -3.25 -2.18
O 0.19 -2.00 -2.10
C -0.27 -4.11 -2.95
H -1.35 -7.88 -4.75
H -0.59 -8.09 -3.16
H 0.41 -7.68 -4.59
H 1.41 -7.06 -2.59
H 2.81 -5.64 -1.26
H 4.04 -4.71 -0.25
H 3.82 -3.45 0.96
H 4.71 -3.10 -0.50
H -1.13 -3.70 -3.45
```

---

[2]
The following is a DFT calculation (the ωB97M-V functional and the def2-TZVPD basis) of 9 unconnected molecules or ions with the total composition C10H36NO10 at a distorted geometry.

Summary:
DFT total energy = -1209.43575 a.u.
charge = -1
ΔE to the lowest compared entry with this formula, charge and spin = 225.98 kcal per mole
HOMO = -1.45 eV
gap between HOMO and LUMO = 3.46 eV

XYZ file:
```
57
C10H36NO10, DFT the ωB97M-V functional and the def2-TZVPD basis
C 0.91 -1.30 0.31
C 1.34 -1.13 1.76
O 0.22 -0.26 2.38
N 0.52 0.30 3.60
O 1.52 0.95 3.65
H 0.81 -2.37 0.09
H 1.63 -0.90 -0.41
H -0.06 -0.84 0.10
H 1.18 -2.09 2.27
C -1.42 0.70 -3.14
O -0.88 -0.34 -2.34
H -1.21 1.64 -2.64
H -0.96 0.71 -4.13
H -2.50 0.59 -3.25
H -1.06 -1.18 -2.78
C -2.74 0.01 -6.82
O -2.21 -1.07 -6.07
H -2.50 0.92 -6.28
H -2.29 0.07 -7.82
H -3.83 -0.06 -6.93
H -2.41 -1.89 -6.53
C -2.07 -2.01 4.73
O -0.81 -2.62 4.48
H -2.66 -2.71 5.31
H -1.96 -1.08 5.29
H -2.59 -1.79 3.79
H -0.30 -1.99 3.96
C 4.36 -1.91 -0.56
O 3.46 -2.21 -1.64
H 3.76 -1.56 0.27
H 4.92 -2.79 -0.26
H 5.06 -1.12 -0.85
H 3.97 -2.52 -2.39
C 1.48 3.08 6.14
O 1.71 2.19 7.23
H 1.34 4.08 6.54
H 2.33 3.08 5.45
H 0.59 2.79 5.58
H 1.82 1.32 6.85
C -5.26 1.49 -3.63
O -4.24 2.47 -3.41
H -4.85 0.53 -3.32
H -6.15 1.71 -3.05
H -5.52 1.43 -4.69
H -4.59 3.32 -3.69
C 7.91 -3.26 1.51
O 6.95 -2.28 1.14
H 7.39 -4.21 1.57
H 8.71 -3.34 0.77
H 8.35 -3.04 2.49
H 7.39 -1.43 1.09
C -3.94 3.89 -0.06
O -4.91 2.95 -0.50
H -4.26 4.26 0.92
H -2.96 3.43 0.05
H -3.87 4.74 -0.74
H -4.63 2.63 -1.36
```

---

[3]
The following is a DFT calculation (the ωB97M-V functional and the def2-TZVPD basis) of 3 unconnected molecules or ions with the total composition C3H10O2S2 at a distorted geometry.

Summary:
DFT total energy = -1066.98059 a.u.
ΔE to the lowest compared entry with this formula, charge and spin = 104.02 kcal per mole
HOMO = -8.96 eV
gap between HOMO and LUMO = 3.92 eV

XYZ file:
```
17
C3H10O2S2, DFT the ωB97M-V functional and the def2-TZVPD basis
C -1.77 0.61 -0.27
C -0.44 -0.09 -0.70
O 0.19 -0.55 0.44
C -2.63 -0.30 0.65
S -4.37 0.21 0.76
S 3.19 -0.18 -0.11
H -1.52 1.51 0.29
H -2.38 0.91 -1.15
H 0.23 0.56 -1.26
H -0.65 -0.91 -1.41
H 1.14 -0.53 0.33
H -2.66 -1.35 0.31
H -2.15 -0.37 1.66
H -4.26 1.38 1.47
H 5.30 -0.03 -0.53
H 6.51 -0.71 0.14
O 6.27 -0.17 -0.61
```

---

[4]
The following is a DFT calculation (the ωB97M-V functional and the def2-TZVPD basis) of 11 unconnected molecules or ions with the total composition C38H65Br22F4N2O3S at a distorted geometry.

Summary:
DFT total energy = -59247.91302 a.u.
charge = +1
HOMO = -10.78 eV
gap between HOMO and LUMO = 8.81 eV

XYZ file:
```
135
C38H65Br22F4N2O3S, DFT the ωB97M-V functional and the def2-TZVPD basis
C 3.85 0.42 -0.29
C 3.24 1.31 0.25
C 2.31 2.40 0.57
C 2.01 3.32 -0.62
C 1.68 2.61 -1.96
C 0.20 2.58 -2.21
C -0.66 1.67 -1.71
C -0.48 0.46 -0.85
C -0.47 -0.76 -1.81
C -0.79 -2.11 -1.13
C -2.09 -2.68 -1.75
S -3.55 -2.10 -0.92
O -4.73 -2.51 -1.61
O -3.45 -0.66 -0.75
O -3.41 -2.78 0.51
N -1.93 1.99 -2.17
C -1.84 3.06 -2.96
C -3.01 3.67 -3.69
C -4.39 3.34 -3.09
C -4.85 4.41 -2.11
F -4.83 5.63 -2.68
Br -3.67 4.47 -0.54
C -6.29 4.13 -1.59
F -6.46 2.82 -1.36
F -6.55 4.81 -0.47
Br -7.60 4.69 -2.92
N -0.57 3.44 -3.02
C 0.05 4.53 -3.77
C 0.94 3.92 -4.88
F -0.86 5.34 -4.37
H 4.42 -0.32 -0.79
H 1.41 2.03 1.06
H 2.80 3.02 1.33
H 1.13 3.90 -0.34
H 2.81 4.05 -0.74
H 2.23 3.12 -2.75
H 2.02 1.57 -2.00
H -1.29 0.42 -0.13
H 0.46 0.50 -0.31
H 0.49 -0.75 -2.33
H -1.22 -0.55 -2.57
H 0.00 -2.81 -1.39
H -0.87 -1.99 -0.05
H -2.22 -2.38 -2.78
H -2.08 -3.78 -1.75
H -3.82 -2.18 1.15
H -2.74 1.44 -1.93
H -2.99 3.25 -4.70
H -2.91 4.74 -3.82
H -5.11 3.34 -3.91
H -4.47 2.36 -2.63
H 0.71 5.09 -3.11
H 1.93 4.38 -4.87
H 0.50 4.10 -5.87
H 1.08 2.85 -4.76
Br -1.91 1.60 2.34
C -3.42 0.44 2.71
C -3.50 0.12 4.17
Br -2.17 -1.21 4.68
H -3.30 -0.44 2.08
H -4.29 0.99 2.38
H -4.46 -0.33 4.41
H -3.34 0.99 4.80
Br 3.91 -4.22 2.93
C 2.07 -4.04 2.33
C 1.98 -3.88 0.84
Br 2.49 -2.07 0.29
H 1.64 -3.20 2.87
H 1.57 -4.96 2.64
H 0.96 -4.01 0.50
H 2.63 -4.56 0.30
Br -0.36 6.45 3.49
C -1.89 5.31 3.88
C -1.99 4.98 5.34
Br -0.68 3.63 5.87
H -1.79 4.42 3.26
H -2.76 5.88 3.56
H -2.96 4.54 5.57
H -1.82 5.84 5.99
Br 5.21 -8.53 3.68
C 6.88 -7.91 2.91
C 7.72 -7.14 3.91
Br 7.05 -5.34 4.21
H 6.62 -7.32 2.04
H 7.41 -8.80 2.60
H 8.73 -7.01 3.52
H 7.76 -7.62 4.88
Br -5.91 1.36 6.38
C -4.22 1.90 7.20
C -4.39 2.25 8.65
Br -5.20 4.00 8.86
H -3.83 2.72 6.61
H -3.56 1.03 7.09
H -3.42 2.32 9.14
H -5.01 1.54 9.19
Br 0.59 7.98 -7.04
C 0.12 8.54 -5.24
C 1.34 8.87 -4.42
Br 2.27 7.26 -3.84
H -0.47 7.73 -4.81
H -0.51 9.42 -5.36
H 1.05 9.38 -3.50
H 2.06 9.47 -4.96
Br 2.02 -7.87 1.37
C 0.65 -9.19 1.78
C 0.46 -9.35 3.26
Br 1.89 -10.39 4.07
H 0.95 -10.11 1.29
H -0.26 -8.81 1.32
H -0.46 -9.91 3.46
H 0.42 -8.40 3.80
Br 1.04 10.92 -11.27
C -0.18 9.59 -11.99
C -0.70 8.67 -10.92
Br 0.64 7.35 -10.41
H 0.35 9.07 -12.78
H -1.00 10.17 -12.42
H -1.54 8.09 -11.29
H -0.98 9.19 -10.01
Br 7.83 -9.30 -0.29
C 9.50 -8.63 -1.01
C 10.28 -7.89 0.04
Br 9.54 -6.12 0.38
H 9.25 -8.02 -1.87
H 10.05 -9.51 -1.34
H 11.30 -7.71 -0.29
H 10.30 -8.40 0.99
Br -3.23 -7.91 4.11
C -2.83 -9.07 5.62
C -2.42 -8.29 6.84
Br -0.60 -7.62 6.67
H -2.05 -9.76 5.29
H -3.74 -9.63 5.81
H -2.42 -8.93 7.72
H -3.05 -7.43 7.02
```

---

[5]
The following is a DFT calculation (the ωB97M-V functional and the def2-TZVPD basis) of a molecular structure, C28H32N2O3SSeV.

Summary:
DFT total energy = -5164.59088 a.u.
charge = +2
ΔE to the lowest compared entry with this formula, charge and spin = 2.90 kcal per mole
HOMO (alpha / beta) = -13.29 / -13.73 eV
spin multiplicity = 4
gap between HOMO and LUMO (alpha / beta) = 7.92 / 8.12 eV

XYZ file:
```
68
C28H32N2O3SSeV, DFT the ωB97M-V functional and the def2-TZVPD basis
V 0.28 0.85 -0.32
C -0.65 1.97 -3.44
C -0.12 0.58 -3.37
C -0.03 -0.20 -4.64
O 0.25 0.08 -2.31
H 0.07 2.60 -3.96
H -0.84 2.39 -2.45
H -1.57 2.01 -4.03
H -1.02 -0.31 -5.09
H 0.42 -1.18 -4.46
H 0.58 0.36 -5.36
O 0.14 -1.11 0.33
S -1.06 -1.93 -0.18
C -1.83 -2.59 1.27
C -1.57 -2.05 2.52
C -2.22 -2.60 3.62
C -3.10 -3.66 3.45
C -3.34 -4.19 2.20
C -2.69 -3.67 1.09
C -2.23 -0.65 -0.63
C -2.90 -0.76 -1.84
C -3.74 0.26 -2.23
C -3.88 1.40 -1.44
C -3.20 1.50 -0.24
C -2.37 0.46 0.19
H -0.86 -1.25 2.64
H -2.03 -2.20 4.61
H -3.60 -4.08 4.32
H -4.01 -5.03 2.08
H -2.84 -4.09 0.10
H -2.76 -1.64 -2.46
H -4.30 0.18 -3.16
H -4.54 2.20 -1.75
H -3.33 2.37 0.39
H -1.91 0.49 1.17
C -0.27 3.58 3.07
C 0.16 2.25 2.56
O 0.17 2.05 1.33
C 0.55 1.19 3.50
C 1.39 0.15 3.06
C 1.77 -0.84 3.94
C 1.30 -0.82 5.25
C 0.47 0.20 5.69
C 0.11 1.21 4.82
H -0.35 4.29 2.24
H 0.42 3.95 3.82
H -1.25 3.49 3.55
H 1.77 0.15 2.05
H 2.43 -1.63 3.62
H 1.60 -1.61 5.94
H 0.12 0.21 6.71
H -0.52 2.02 5.17
C 3.77 2.60 -3.41
N 3.66 1.16 -3.22
C 4.02 0.20 -4.14
C 3.85 -1.00 -3.55
N 3.40 -0.76 -2.27
C 3.14 -1.79 -1.27
C 3.28 0.56 -2.08
Se 2.77 1.44 -0.50
H 3.93 2.79 -4.47
H 4.60 3.00 -2.84
H 2.85 3.08 -3.08
H 4.38 0.46 -5.12
H 4.04 -2.00 -3.92
H 3.37 -2.75 -1.70
H 2.10 -1.75 -0.96
H 3.78 -1.61 -0.40
```